1.
# C48H116N14O10P2

10 unconnected molecules or ions with the total composition C48H116N14O10P2 (wB97M-V/def2-TZVPD, the OMol25 dataset).

Last column: Löwdin spin population.
Cartesian coordinates (Å):
P: -6.64707 0.14560 0.25704  0.0000
P: -1.31401 -0.56728 -5.77171  0.0000
O: 5.25860 -5.51741 0.56175  0.0000
O: -0.84274 1.85703 0.19957  0.0001
O: -8.04860 -0.29382 -0.14969  0.0000
O: 7.34851 -2.06137 -3.76199  0.0000
O: -1.09135 -5.69817 -1.03571  0.0000
O: -1.15942 5.01849 -1.26954  0.0000
O: 0.80166 -0.52305 5.94687  0.1096
O: 5.83111 2.41850 1.00610  0.0000
O: -1.51747 -0.12773 -4.35791  0.0000
O: -3.95003 6.52456 1.33522  0.0000
N: -2.19509 5.59932 2.31986  0.0000
N: -6.78471 1.45015 1.47567  0.0000
N: 4.92091 2.90738 3.07227  0.0000
N: -2.54780 5.30290 -3.03872  0.0000
N: 0.28976 -0.84361 -6.05941  0.0000
N: -0.59083 -0.40243 5.97541  0.5891
N: 5.26377 -4.16005 0.83275  0.0000
N: 1.05981 0.98522 -0.56277  0.0000
N: -5.87160 -1.21855 1.02953  0.0000
N: -1.20622 -3.44400 -0.88509  0.0001
N: -2.23842 -1.99303 -6.11627  0.0000
N: 7.25469 0.09989 -2.94589  0.0000
N: -1.70332 0.48780 -7.05500  0.0000
N: -5.51768 0.63372 -0.98687  0.0000
C: -1.27196 -1.17917 4.90741  0.0484
C: -2.18026 5.44583 -1.77881  0.0000
C: -3.92339 5.81341 -3.46996  0.0000
C: -3.72932 -1.78091 -6.03819  0.0000
C: 4.84376 -3.54359 -1.67821  0.0000
C: -1.71565 4.51165 -4.01963  0.0000
C: 1.20261 0.14236 0.62853  0.0002
C: 5.30314 3.32366 4.43141  0.0000
C: -2.51346 1.71156 -6.80081  0.0000
C: -4.39614 -1.23336 1.42516  0.0000
C: 1.78949 0.48510 -1.75296  0.0000
C: 6.58635 -3.54720 1.11664  0.0000
C: -1.15089 -0.12834 7.27068  0.0641
C: -0.86216 -0.67261 3.46919  0.0195
C: 7.13690 -4.31439 2.39786  0.0000
C: -0.78672 1.21887 8.01639  0.0276
C: 1.29866 -0.06316 -5.29631  0.0000
C: -1.87692 -3.34706 -5.66523  0.0000
C: -3.51582 -1.01223 6.26950  0.0003
C: -2.80034 -0.89660 4.88922  0.0018
C: 5.93546 2.58254 2.22051  0.0000
C: -0.80916 -2.24009 -0.27183  0.0000
C: -4.47646 1.63789 -0.71175  0.0000
C: 5.47216 -1.24342 0.41101  0.0000
C: 2.90517 -4.04575 -0.04034  0.0000
C: -6.19951 1.28560 2.82540  0.0000
C: 4.12272 -1.96381 0.10984  0.0000
C: 8.14028 1.16604 -2.26784  0.0000
C: -0.02886 1.73688 -0.69255  0.0000
C: 7.51398 -3.56899 -0.17966  0.0000
C: -2.72740 -0.06556 7.19270  0.0022
C: 4.35383 -3.49719 -0.18630  0.0000
C: -1.17524 -2.70107 4.97889  0.0439
C: 3.52131 2.88819 2.62275  0.0000
C: -1.18568 0.27631 -8.43386  0.0000
C: 0.84109 -1.89334 -6.91482  0.0000
C: -7.66519 2.54408 1.15367  0.0000
C: -1.77100 6.78162 3.15174  0.0000
C: -0.79361 -1.22613 8.32304  0.0635
C: 7.89385 -1.10892 -3.23808  0.0000
C: 5.89271 0.53184 -3.04353  0.0000
C: -5.44381 -0.23262 -2.13843  0.0000
C: -3.28685 5.58899 1.49269  0.0000
C: -0.86735 -4.64152 -0.41995  0.0000
C: 6.31905 -2.06285 1.43953  0.0000
C: -1.59913 4.25936 2.65845  0.0000
C: -6.45432 -2.49373 0.99678  0.0000
C: -2.09877 -3.32566 -2.12255  0.0000
H: 7.23246 -1.49493 1.61632  0.0000
H: -0.09986 0.36798 -8.46033  0.0000
H: -1.18604 -2.06923 0.73657  0.0000
H: -0.68177 6.74564 3.13141  0.0000
H: -1.41776 1.46147 8.87140  0.0020
H: -4.19139 -2.72598 -6.32358  0.0000
H: -3.01516 -2.79120 -1.87220  0.0000
H: -6.83237 1.80600 3.54428  0.0000
H: 3.58906 -1.46780 -0.70089  0.0000
H: -7.12831 3.49266 1.14724  0.0000
H: -0.54029 -4.48849 0.62016  0.0000
H: -4.56029 -0.73150 6.13401  0.0003
H: 8.49122 -3.19698 0.12811  0.0000
H: 5.76987 -2.02105 2.38014  0.0000
H: 0.28777 -1.36153 8.30315  0.0007
H: -1.88805 3.37997 2.08286  0.0000
H: -0.14683 2.27366 -1.64657  0.0000
H: -1.57649 -0.58115 -8.98171  0.0000
H: -4.16026 -1.19523 -6.85020  0.0000
H: -5.00927 2.42243 -0.17443  0.0000
H: -0.55336 4.24147 2.35162  0.0000
H: -4.38327 -1.84041 2.33040  0.0000
H: 2.97366 -4.99555 -0.57072  0.0000
H: -4.98845 0.14710 -3.05306  0.0000
H: 0.93824 0.95070 -5.12235  0.0000
H: -3.05374 0.95792 7.00808  0.0010
H: -2.00468 7.80972 2.87516  0.0000
H: -0.03842 -2.36818 -7.34966  0.0000
H: -2.31275 3.60784 -4.14090  0.0000
H: 6.03663 -1.18575 -0.51966  0.0000
H: 3.30207 3.05156 1.56761  0.0000
H: -0.66189 4.29756 -3.84114  0.0000
H: -1.78336 -3.15817 5.75950  0.0011
H: -5.99208 0.27177 3.16777  0.0000
H: 1.22467 -0.49966 -4.30028  0.0000
H: 1.88565 -0.65376 0.33232  0.0000
H: -6.99872 -2.60896 1.93403  0.0000
H: 5.77944 1.61548 -3.01197  0.0000
H: -0.64956 2.01015 7.27941  0.0006
H: 0.21284 -0.49284 3.45663  -0.0003
H: 1.66352 1.02265 -2.69278  0.0000
H: -3.97047 -1.44336 -5.03021  0.0000
H: 4.09684 -3.57558 -2.47142  0.0000
H: 7.48223 -5.32678 2.18831  0.0000
H: 5.47877 0.25484 -4.01307  0.0000
H: -2.45389 -3.87772 -4.90785  0.0000
H: 1.09916 0.11994 5.29905  0.0124
H: 0.16944 1.27661 8.53652  0.0003
H: 5.18677 4.40494 4.35796  0.0000
H: -3.28182 1.93728 -7.54026  0.0000
H: -0.97428 -3.27984 -5.05793  0.0000
H: 5.47136 -4.42952 -1.77487  0.0000
H: 1.40637 -0.49635 -2.03240  0.0000
H: -4.28507 6.64258 -2.86188  0.0000
H: -5.79799 -3.24222 0.55282  0.0000
H: -4.75752 5.13377 -3.29560  0.0000
H: 0.27836 -2.22527 -0.34378  0.0000
H: -1.02304 -1.42966 2.70165  0.0011
H: 5.33149 -2.62184 -1.99538  0.0000
H: 6.89526 2.67694 2.75162  0.0000
H: -1.26712 -2.20564 8.25638  0.0012
H: -4.16834 2.14015 -1.62875  0.0000
H: -6.34629 -0.80448 -2.35434  0.0000
H: -1.72910 5.15758 -4.89752  0.0000
H: 1.31790 -2.56019 -6.19645  0.0000
H: 2.88856 3.47714 3.28675  0.0000
H: -1.29687 0.30085 3.24221  0.0003
H: 8.00794 -3.83589 2.84557  0.0000
H: -3.76352 1.22052 -0.00068  0.0000
H: 7.69143 -4.54843 -0.62386  0.0000
H: -8.37011 2.51817 1.98464  0.0000
H: -3.73318 -1.64710 0.66529  0.0000
H: 6.33362 3.19464 4.76240  0.0000
H: -8.16902 2.33983 0.20892  0.0000
H: 2.86578 0.36553 -1.62887  0.0000
H: -7.25924 -2.65449 0.27959  0.0000
H: 2.31373 -0.25911 -5.64177  0.0000
H: -2.84033 6.15904 -1.26127  0.0000
H: 2.60467 -4.26382 0.98448  0.0000
H: 5.62342 -5.63111 -0.31892  0.0000
H: -1.24094 1.17609 -9.04660  0.0000
H: -4.05647 -0.21332 1.60471  0.0000
H: -2.13797 6.70572 4.17530  0.0000
H: -3.59626 -1.99912 6.72522  0.0002
H: -1.40939 -2.82154 -2.79982  0.0000
H: 1.72383 0.59895 1.46992  0.0000
H: -3.06392 0.01401 4.35125  0.0006
H: -0.11612 -2.89960 5.14299  0.0007
H: -5.34621 1.96295 2.79090  0.0000
H: 8.50953 1.84398 -3.03736  0.0000
H: -3.26468 -1.52772 4.13147  -0.0005
H: -3.98725 6.07871 -4.52526  0.0000
H: -3.54212 4.63579 1.00440  0.0000
H: -1.12622 -0.97561 9.33036  0.0044
H: 7.30199 -3.01109 -1.09174  0.0000
H: 3.18208 1.87913 2.85688  0.0000
H: -4.73324 -0.99922 -1.82935  0.0000
H: 5.29778 0.11196 -2.23244  0.0000
H: 5.25097 -0.25016 0.80166  0.0000
H: 9.07302 0.99805 -1.72942  0.0000
H: 6.34628 -4.33357 3.14796  0.0000
H: -3.03068 1.57487 -5.85114  0.0000
H: 4.61894 2.97529 5.20511  0.0000
H: -3.25475 -0.22997 8.13237  -0.0004
H: 0.26057 -0.33366 0.90073  0.0002
H: 2.16670 -3.41693 -0.53767  0.0000
H: 3.42810 -1.70955 0.91042  0.0000
H: -1.84181 2.55309 -6.97051  0.0000
H: 1.41891 -1.48683 -7.74487  0.0000
H: -2.35028 -4.26896 -2.60734  0.0000
H: 7.51264 1.73828 -1.58468  0.0000
H: -1.71169 3.86133 3.66692  0.0000
H: -1.36603 -3.08031 3.97497  0.0037
H: -1.14374 -1.31607 -0.74334  0.0000
H: -1.88143 -4.08192 -6.47026  0.0000
H: 8.95161 -1.20298 -2.94743  0.0000

Calculated values
- net charge = +1
- HOMO level (spin up / spin down) (Eh) = -0.366 / -0.366
- E (a.u.) = -4099.5948
- <S²> = 0.755
- 2S+1 = 2
- lowest unoccupied orbital energy (spin up / spin down) (eV) = -2.96 / -6.94

---

2.
# C18H25Br2N3O3PSZr

A molecular structure, C18H25Br2N3O3PSZr (wB97M-V/def2-TZVPD, the OMol25 dataset).

Last column: natural (NBO) charge in e.
Cartesian coordinates (Å):
Zr: 0.11751 0.38638 -0.52094  2.6024
Br: -2.87619 -3.83944 4.40540  0.2014
Br: -0.25095 1.15134 4.48493  0.1689
S: -2.06493 3.09769 -0.25005  1.3002
P: 3.19161 0.14612 0.36096  1.9199
O: -0.87152 2.20426 -0.74040  -1.0635
O: 1.92877 -0.52241 -0.31585  -1.1521
O: -0.17519 0.63637 1.41100  -0.8770
N: 0.00423 1.09368 -4.91769  -0.4549
N: 0.24771 0.54238 -2.81838  -0.7066
N: -1.12194 -1.35500 0.04210  -0.6750
C: -2.24199 -3.45443 -0.12174  -0.2589
C: -1.42626 3.93787 1.18473  -0.8079
C: -0.90792 -0.30842 3.51654  -0.1124
C: -0.48584 1.23394 -3.68919  0.2515
C: -1.55009 -1.37277 4.18433  -0.2370
C: 3.06509 1.88715 -0.05807  -1.0128
C: -1.91895 -2.49005 2.06390  -0.1350
C: 1.26185 -0.05723 -3.56707  -0.0920
C: 4.68721 -0.53625 -0.30357  -1.0109
C: -2.40723 -3.52178 1.24125  -0.0074
C: -1.27201 -1.42319 1.42122  0.1389
C: -1.41981 -2.29809 -2.19492  -0.6675
C: 3.13374 -0.08396 2.12253  -1.0190
C: -0.75339 -0.34582 2.15646  0.2517
C: 1.10073 0.26471 -4.87188  -0.0341
C: -2.04058 -2.44269 3.48485  -0.0381
C: -3.19991 1.96973 0.53283  -0.8167
C: -1.59518 -2.36674 -0.71093  0.3270
H: -0.37992 -2.10785 -2.46925  0.2344
H: 3.27402 2.02394 -1.12075  0.2837
H: 1.65976 -0.00041 -5.75260  0.2757
H: -2.74757 1.49607 1.40323  0.2579
H: 2.99802 -1.14573 2.33777  0.2906
H: 4.08074 0.24086 2.55859  0.2973
H: -2.60828 -4.24646 -0.75908  0.2640
H: 5.54616 -0.09257 0.20455  0.2981
H: 4.76263 -0.33912 -1.37277  0.2823
H: -2.04154 -1.50760 -2.62306  0.2450
H: -2.28242 4.40765 1.67312  0.2861
H: -1.71460 -3.23535 -2.65939  0.2762
H: 2.07291 2.30214 0.17209  0.2396
H: 2.31567 0.48544 2.56560  0.2825
H: -1.34163 1.84479 -3.45581  0.2391
H: -4.06772 2.56644 0.82178  0.2939
H: -0.94973 3.21418 1.84567  0.2656
H: -1.65026 -1.33154 5.26033  0.2759
H: 4.69744 -1.61412 -0.12989  0.2963
H: 3.76473 2.49916 0.51529  0.3118
H: -2.91217 -4.36813 1.68972  0.2721
H: -0.37555 1.52567 -5.74984  0.4663
H: 1.99810 -0.70221 -3.11881  0.2436
H: -0.73898 4.70960 0.84417  0.2773
H: -3.51839 1.24184 -0.21299  0.2615

Calculated values
- net charge = +3
- HOMO level (Eh) = -0.601
- E (a.u.) = -7024.8188
- lowest unoccupied orbital energy (eV) = -9.60
- relative energy (zero: lowest compared OMol25 entry of this formula, charge and spin) (eV) = 0.910

---

3.
# C43H52CaNOPSi3

A molecular structure, C43H52CaNOPSi3 (wB97M-V/def2-TZVPD, the OMol25 dataset).

Last column: Mulliken charge in e.
Cartesian coordinates (Å):
Ca: -0.61351 0.62058 0.10585  0.4898
P: 2.32096 -0.73021 -0.49202  2.5425
Si: -2.70090 -1.49370 1.02431  0.5740
Si: -3.16945 1.15676 2.56253  0.0184
Si: -0.66187 -0.69178 3.25621  -0.1150
O: -1.45274 -2.01228 -0.00226  0.2032
N: -1.18073 1.48291 -2.34220  1.0062
C: -1.92187 -0.11965 1.99069  0.6580
C: 2.52907 1.22017 -2.43307  -0.2181
C: -1.94457 -0.62967 -3.10823  0.2326
C: -2.41767 2.43588 3.76451  -1.1886
C: -3.35154 -3.06924 1.91505  -1.3482
C: 4.65571 0.32722 -1.76735  -0.3041
C: -1.56364 -3.24743 -0.64486  -1.4826
C: 4.54898 2.09970 -3.38540  -0.6417
C: 3.43456 -0.71411 0.96678  0.1311
C: 3.37479 -2.74387 -2.25596  -0.8720
C: -0.30632 3.49926 -1.40913  1.9219
C: -3.05934 -0.80739 -5.23865  -0.7398
C: 4.54124 0.62352 2.64239  -0.6742
C: 0.36979 -2.17688 2.62708  -0.0994
C: -4.69991 0.37191 3.41131  -1.0924
C: 3.86192 0.52502 1.44300  -0.5444
C: 0.16875 2.75107 -0.30758  0.0144
C: 1.08126 4.84673 0.57248  -0.8408
C: -2.24681 1.33773 -4.51559  1.0233
C: 1.81402 -3.43636 -0.57772  -0.5173
C: 5.28978 1.20385 -2.63060  -0.7418
C: 0.55955 5.56547 -0.49091  -0.9599
C: -0.98222 2.78075 -2.49712  0.0572
C: -2.89067 0.52995 -5.47214  -0.7590
C: -1.26341 -1.22208 5.00118  -1.1734
C: -3.84663 2.25414 1.13859  -0.9250
C: 0.69462 0.62765 3.57322  -0.5920
C: -0.12476 4.88980 -1.48029  -0.9222
C: -4.09391 -0.97842 -0.18205  -1.1455
C: 3.41715 -4.04237 -2.73829  -0.7602
C: 4.36154 -1.74606 2.93413  -0.7215
C: 2.67097 -5.04172 -2.13686  -0.7489
C: -2.57876 -1.38730 -4.05411  -0.6775
C: -1.77708 0.75837 -3.30521  -0.8926
C: 3.16697 2.10282 -3.28819  -0.4328
C: -1.38809 3.42221 -3.70292  -1.3530
C: 4.79857 -0.51369 3.39175  -0.5243
C: 3.67981 -1.84895 1.73326  -0.4165
C: 1.86901 -4.73339 -1.05076  -0.9144
C: 3.26741 0.33023 -1.65793  -0.3915
C: 2.57687 -2.42556 -1.16207  0.5770
C: 0.86955 3.48093 0.65218  -0.1557
C: -2.02014 2.72110 -4.68524  -1.3001
H: 0.27012 1.54817 3.95450  0.4085
H: 1.27309 -5.50149 -0.57861  0.4396
H: -3.56043 -1.42693 -5.96646  0.3944
H: -1.82040 -0.42888 5.48797  0.3058
H: -1.90587 -2.09570 4.95581  0.3338
H: -3.24949 0.98017 -6.38836  0.4268
H: -4.07281 -2.81223 2.68318  0.3753
H: -1.62339 2.99402 3.27851  0.2646
H: 5.24150 -0.35605 -1.16843  0.5368
H: -0.80108 -3.31850 -1.42217  0.3673
H: -4.59204 1.73842 0.54423  0.3204
H: -0.52502 5.47270 -2.29811  0.3399
H: -4.31735 3.14833 1.53692  0.4312
H: 1.63631 5.35147 1.35158  0.4628
H: -2.54910 -3.36366 -1.10349  0.4186
H: -1.41534 -4.06415 0.06654  0.2726
H: 1.27806 2.95697 1.51057  0.2907
H: 6.36802 1.19660 -2.70976  0.4139
H: -2.71599 -2.44583 -3.89299  0.4737
H: 2.58429 2.80251 -3.87049  0.4736
H: 3.34243 -2.81912 1.39507  0.3857
H: -2.00441 1.96442 4.64676  0.3253
H: -0.25450 -3.03823 2.42281  0.4665
H: -1.19509 4.47107 -3.84151  0.4335
H: -2.34871 3.20561 -5.59532  0.4273
H: -3.79820 -0.11448 -0.77185  0.1891
H: 3.95388 -1.97464 -2.74420  0.3879
H: -2.53965 -3.60199 2.40163  0.3453
H: 0.68041 6.64061 -0.53937  0.3797
H: -4.99984 -0.72310 0.35395  0.4062
H: 4.53457 -2.63339 3.52601  0.4436
H: 1.24406 0.85854 2.66420  -0.2391
H: 1.44821 1.22790 -2.34356  0.0659
H: -5.24518 -0.25591 2.71395  0.2727
H: 2.70635 -6.05221 -2.51724  0.3992
H: 5.05075 2.79648 -4.04219  0.3979
H: 1.13499 -2.47931 3.33471  0.5689
H: -4.34860 -1.77151 -0.88024  0.3765
H: 0.86829 -1.88704 1.70756  -0.9634
H: 3.64516 1.41752 0.87074  0.4560
H: -5.39193 1.11528 3.79498  0.3816
H: 5.32456 -0.43673 4.33325  0.3867
H: -0.41623 -1.46853 5.63424  0.3239
H: 4.02964 -4.27455 -3.59836  0.4265
H: 1.15824 -3.20129 0.24646  0.6247
H: 4.84480 1.59243 3.01495  0.4109
H: -1.55817 -1.05077 -2.19200  0.3372
H: -3.83595 -3.76588 1.23495  0.3659
H: -3.04816 2.57664 0.47124  0.0937
H: 1.41335 0.26246 4.30141  0.4121
H: -4.39840 -0.25872 4.24071  0.2954
H: -3.16607 3.14881 4.09358  0.4029

Calculated values
- HOMO level (Eh) = -0.278
- E (a.u.) = -3687.3738
- lowest unoccupied orbital energy (eV) = -0.14

---

| no. | maximum force (eV Å⁻¹) |
| --- | --- |
| 1 | 5.55 |
| 2 | 0.72 |
| 3 | 1.40 |